Record 1
13
Properties=species:S:1:pos:R:3:forces:R:3 method="wB97M-V/def2-TZVPD" charge=-1 de_lowest_kj_mol=31.7 molar_mass_g_mol=150.1 smiles="C=C(C(N)=O)S(=O)(=O)[O-]" gap_ha=0.339
C 0.777 1.438 -0.965 -1.2868 2.1045 -1.3232
C 0.348 0.464 -0.260 -3.0780 -2.7925 3.1632
C 1.225 -0.683 0.329 0.8176 1.9028 -2.6484
N 0.473 -1.709 0.672 -2.8360 1.9526 -0.3836
O 2.455 -0.602 0.164 -0.8109 -0.5410 1.0338
S -1.631 0.361 0.278 4.4244 -0.3534 -2.2420
O -1.624 0.763 1.623 -0.1786 0.3882 2.9623
O -1.923 -1.055 0.040 -0.8063 -0.6687 0.0242
O -2.255 1.245 -0.620 -1.6642 1.5605 -1.8855
H 0.184 2.196 -1.451 -1.0408 -0.0849 0.2757
H 1.742 1.681 -1.169 3.1932 -0.2385 -0.2614
H -0.640 -1.553 0.448 2.0446 -0.9762 0.6195
H 0.869 -2.546 0.911 1.2219 -2.2533 0.6654

***

Record 2
25
Properties=species:S:1:pos:R:3:forces:R:3 method="wB97M-V/def2-TZVPD" charge=-4 de_lowest_kj_mol=55.3 molar_mass_g_mol=484.4 gap_ha=0.269
Cd 0.212 0.127 -0.138 -0.6291 0.1162 1.2534
N -2.276 -1.612 -1.792 -2.1492 0.1997 -1.8010
O -2.070 -2.349 -2.803 1.0028 0.1057 0.8924
O -3.463 -1.512 -1.420 0.3199 0.0394 0.6306
O -1.407 -0.872 -1.318 0.3901 -0.3485 -0.4110
N -2.204 -1.658 2.229 -0.1233 1.6926 -1.0901
O -2.240 -1.232 3.403 -0.1327 -0.8626 0.3185
O -2.788 -2.699 1.865 0.1055 -0.4609 0.7169
O -1.667 -0.935 1.352 0.1483 -0.6618 0.4035
N 2.861 -1.598 0.615 0.9216 0.7278 0.0176
O 3.697 -1.116 -0.170 0.0091 -0.2595 0.4113
O 1.645 -1.482 0.349 -0.3115 -0.7668 0.5401
O 3.221 -2.170 1.667 -0.1611 -0.1636 -0.4369
N -0.398 3.470 -0.702 -0.8119 0.1004 1.2824
O 0.249 2.390 -0.590 -0.0841 0.2370 -0.7952
O -1.057 3.762 -1.719 0.5957 -0.4146 -0.0626
O -0.413 4.230 0.284 0.2448 0.3083 -0.4343
N 0.272 1.633 2.876 -2.3004 1.0859 -1.1200
O -0.937 1.893 2.693 0.8138 0.0813 0.6750
O 0.804 0.817 2.093 1.2844 -0.4759 -0.1143
O 0.927 2.230 3.754 0.3732 -0.5060 0.1921
N 1.711 -0.387 -3.143 1.9471 2.1494 -0.2211
O 1.214 0.018 -2.071 -0.0420 -0.6670 -0.6246
O 2.464 -1.378 -3.196 -1.1603 0.0166 -0.1356
O 1.644 0.431 -4.115 -0.2505 -1.2732 -0.0870

***

Record 3
39
Properties=species:S:1:pos:R:3:forces:R:3 method="wB97M-V/def2-TZVPD" de_lowest_kj_mol=59.4 molar_mass_g_mol=271.4 smiles="COc1ccc(S(=O)(=O)NCCC(C)C)cc1C" gap_ha=0.353
C 1.986 0.679 -4.173 0.2139 0.1620 -0.1169
O 0.991 -0.177 -3.662 -0.3401 -0.1788 0.2657
C 0.373 0.157 -2.499 -0.0884 0.0592 0.2045
C 0.668 1.289 -1.747 0.1213 -0.0607 -0.2799
C -0.015 1.533 -0.566 -0.0928 0.0482 0.1294
C -0.986 0.651 -0.148 -0.1349 0.3181 0.6037
S -1.812 0.901 1.408 0.0577 -0.3741 0.3131
O -3.227 0.719 1.274 -0.0251 -0.2284 -0.1092
O -1.329 2.122 1.995 0.1793 -0.1200 -0.2568
N -1.251 -0.432 2.247 -0.5461 0.6239 -0.4321
C 0.136 -0.372 2.661 0.6379 -0.1866 -0.3260
C 0.964 -1.417 1.907 0.2082 0.2403 0.3494
C 2.475 -1.186 2.016 -0.1056 -0.1840 -0.2263
C 3.227 -2.451 1.607 -0.0643 0.2356 0.2315
C 2.917 -0.016 1.140 -0.0380 -0.1199 0.2928
C -1.294 -0.475 -0.890 0.0863 -0.0626 -0.3013
C -0.626 -0.741 -2.070 0.0133 0.0277 0.0167
C -0.926 -1.949 -2.898 0.0388 0.0591 -0.0123
H 2.320 0.217 -5.101 0.0088 0.0757 0.0663
H 1.588 1.675 -4.388 0.0075 -0.0387 0.0292
H 2.834 0.765 -3.487 -0.0493 0.0008 -0.0112
H 1.427 1.984 -2.068 0.0730 0.0480 -0.0471
H 0.196 2.404 0.034 0.0881 0.1198 0.0465
H -1.913 -0.764 2.927 -0.3067 0.0807 0.0518
H 0.493 0.636 2.432 0.1803 -0.0812 0.2118
H 0.231 -0.523 3.739 -0.0713 0.1051 -0.0563
H 0.715 -2.404 2.301 -0.0545 -0.0887 -0.0423
H 0.672 -1.398 0.856 -0.0077 -0.0473 -0.0681
H 2.720 -0.957 3.060 0.0157 -0.0023 0.0264
H 2.963 -3.285 2.254 -0.0119 -0.1394 0.0359
H 4.302 -2.296 1.673 0.1401 -0.0379 -0.0348
H 2.981 -2.720 0.582 -0.0216 -0.0608 -0.1589
H 2.684 -0.220 0.097 -0.0309 -0.0135 -0.1566
H 2.415 0.903 1.427 -0.0256 0.1890 -0.0372
H 3.990 0.140 1.231 0.1136 0.0725 -0.0273
H -2.066 -1.135 -0.527 -0.0874 -0.2066 -0.0428
H -1.236 -1.648 -3.898 -0.0369 -0.0708 -0.0933
H -0.032 -2.560 -3.008 0.0106 -0.1012 -0.0517
H -1.714 -2.542 -2.442 -0.0551 -0.0620 0.0141

***

Record 4
113
Properties=species:S:1:pos:R:3:forces:R:3 method="wB97M-V/def2-TZVPD" de_lowest_kj_mol=11.1 molar_mass_g_mol=1099.0 gap_ha="0.178 / 0.178"
Ba -0.282 0.520 -0.284 0.8570 -0.5588 0.5676
C -6.348 -1.984 1.053 -0.0084 -0.0145 -0.0033
C -6.305 -1.110 2.146 -0.0042 0.0018 0.0133
C -5.389 -0.073 2.200 0.0124 0.0098 -0.0043
C -4.505 0.063 1.137 -0.0254 0.0116 0.0165
C -3.424 1.013 0.858 -0.0183 -0.0178 -0.0429
N -3.158 2.055 1.637 0.0276 0.0322 0.0313
C -2.187 2.934 1.410 0.0118 -0.0008 -0.0055
C -2.121 4.246 2.056 -0.0206 0.0031 0.0732
C -2.918 4.870 3.007 0.0183 -0.0163 -0.0152
C -2.581 6.160 3.381 -0.0043 0.0089 0.0117
C -1.487 6.820 2.806 -0.0026 0.0109 0.0022
C -0.704 6.205 1.845 0.0053 -0.0239 0.0042
C -1.028 4.904 1.484 0.0300 -0.0126 0.0202
C -0.459 3.969 0.512 0.0255 0.0268 -0.0278
N 0.549 4.291 -0.300 -0.0444 -0.0010 0.0635
C 0.886 3.604 -1.381 0.0017 -0.0224 -0.0521
N 0.316 2.473 -1.873 -0.0178 0.2434 -0.1701
C 0.835 2.213 -3.096 0.0101 0.0489 0.0082
N 0.425 1.318 -3.988 -0.0353 -0.0637 -0.0289
C -0.610 0.505 -3.807 -0.0266 -0.0473 -0.0137
N -1.252 0.224 -2.653 -0.2644 0.2249 -0.1814
C -2.351 -0.527 -2.917 0.0115 0.0122 -0.0331
N -3.299 -0.905 -2.072 0.0274 -0.0179 -0.0239
C -3.487 -0.369 -0.866 -0.0308 0.0186 -0.0136
N -2.838 0.687 -0.323 -0.2563 0.0127 -0.0037
C -4.546 -0.810 0.046 -0.0060 -0.0022 0.0202
C -5.473 -1.842 -0.012 0.0102 0.0094 -0.0040
C -2.381 -0.842 -4.350 0.0173 -0.0682 0.0131
C -3.264 -1.572 -5.134 0.0152 0.0069 0.0020
C -3.004 -1.647 -6.494 -0.0026 0.0034 -0.0099
C -1.903 -0.992 -7.058 0.0000 -0.0057 -0.0047
C -1.033 -0.247 -6.277 -0.0051 -0.0012 0.0162
C -1.283 -0.189 -4.913 0.0416 -0.0219 -0.0044
C 1.895 3.186 -3.393 0.0258 -0.0084 0.0058
C 2.755 3.343 -4.470 -0.0167 -0.0171 0.0158
C 3.654 4.396 -4.427 0.0076 0.0034 -0.0054
C 3.680 5.283 -3.344 0.0036 0.0112 -0.0023
C 2.808 5.136 -2.278 -0.0082 -0.0106 0.0078
C 1.921 4.069 -2.312 0.0029 0.0041 0.0046
N -1.148 2.810 0.548 -0.2346 0.2337 -0.1613
H -7.080 -2.781 1.042 -0.0006 -0.0004 0.0016
H -7.007 -1.248 2.959 -0.0017 0.0001 0.0014
H -5.358 0.614 3.035 0.0015 0.0048 0.0033
H -3.771 4.360 3.434 -0.0040 -0.0036 0.0005
H -3.175 6.674 4.125 0.0001 0.0024 0.0010
H -1.259 7.832 3.117 -0.0024 0.0002 0.0014
H 0.133 6.714 1.384 0.0010 0.0008 -0.0018
H -5.504 -2.509 -0.863 0.0008 -0.0004 -0.0051
H -4.123 -2.059 -4.692 -0.0015 -0.0007 0.0028
H -3.666 -2.214 -7.135 0.0006 0.0010 -0.0012
H -1.735 -1.066 -8.125 -0.0021 -0.0010 -0.0023
H -0.189 0.276 -6.706 0.0019 0.0023 -0.0008
H 2.718 2.661 -5.310 -0.0030 -0.0040 -0.0031
H 4.346 4.545 -5.247 0.0008 0.0012 -0.0024
H 4.390 6.100 -3.348 0.0018 0.0024 -0.0013
H 2.810 5.825 -1.442 -0.0001 0.0011 0.0024
Ge 1.911 -2.929 -1.261 0.0131 0.0444 -0.0550
C 1.180 -4.694 -1.062 -0.0368 -0.0012 0.0088
C -0.051 -4.984 -1.652 -0.0108 0.0120 -0.0008
C -0.636 -6.229 -1.474 0.0011 -0.0110 0.0061
C 0.007 -7.193 -0.710 0.0108 -0.0014 0.0058
C 1.235 -6.916 -0.126 -0.0265 -0.0103 -0.0012
C 1.819 -5.670 -0.301 0.0586 0.0072 -0.0055
C 3.687 -2.590 -0.606 0.0226 0.0089 0.0051
C 4.649 -2.029 -1.443 -0.0073 0.0049 -0.0226
C 5.906 -1.703 -0.951 0.0058 -0.0108 0.0175
C 6.207 -1.932 0.383 -0.0117 -0.0024 0.0038
C 5.254 -2.489 1.227 -0.0003 0.0077 -0.0134
C 4.002 -2.817 0.733 -0.0066 -0.0221 0.0306
H 1.622 -2.280 -2.618 0.0212 -0.0096 -0.0117
H -0.562 -4.239 -2.251 0.0057 0.0024 0.0085
H -1.592 -6.445 -1.932 -0.0010 0.0002 -0.0003
H -0.450 -8.164 -0.571 0.0001 -0.0019 -0.0026
H 1.737 -7.670 0.466 0.0017 -0.0019 0.0002
H 2.783 -5.465 0.152 -0.0048 0.0035 -0.0025
H 4.418 -1.831 -2.484 0.0025 -0.0060 -0.0090
H 6.646 -1.265 -1.608 0.0070 0.0035 -0.0082
H 7.184 -1.673 0.769 0.0067 0.0031 0.0040
H 5.485 -2.660 2.270 -0.0011 0.0001 0.0008
H 3.262 -3.236 1.407 0.0011 -0.0017 -0.0068
C 4.198 1.698 -0.633 -0.0129 -0.0150 -0.0529
S 3.054 0.941 0.537 -0.0052 -0.0450 0.0370
C 2.753 2.350 1.625 0.0083 0.0361 -0.0191
H 3.753 2.577 -1.096 -0.0111 0.0171 -0.0027
H 4.410 0.959 -1.405 -0.0115 0.0179 0.0393
H 5.128 1.965 -0.133 0.0067 -0.0012 0.0112
H 3.641 2.579 2.213 0.0067 0.0064 -0.0048
H 1.943 2.083 2.303 -0.0033 -0.0116 0.0030
H 2.446 3.223 1.049 -0.0019 -0.0003 0.0073
F 0.911 -1.942 -0.144 -0.0816 -0.0695 -0.0136
C 1.062 -1.039 3.024 -0.0128 0.0002 0.0000
N -0.232 -0.489 2.578 -0.0215 0.0307 -0.0253
C -1.177 -1.618 2.433 -0.0516 0.0211 -0.0234
N -1.338 -2.365 3.676 -0.0052 -0.0060 -0.0016
C -0.022 -2.862 4.083 0.0059 -0.0160 -0.0135
N 0.946 -1.778 4.278 0.0079 -0.0044 -0.0006
C 0.407 -0.867 5.294 0.0019 0.0008 0.0069
N -0.895 -0.320 4.914 -0.0032 0.0071 0.0086
C -0.748 0.391 3.647 -0.0095 0.0017 0.0031
C -1.820 -1.437 4.704 -0.0104 -0.0053 0.0085
H 1.768 -0.217 3.161 -0.0014 0.0090 0.0003
H 1.447 -1.699 2.245 -0.0015 -0.0060 -0.0042
H -0.805 -2.290 1.656 0.0074 -0.0002 0.0035
H -2.152 -1.224 2.130 0.0162 -0.0054 0.0010
H 0.353 -3.540 3.312 0.0011 0.0021 0.0052
H -0.126 -3.417 5.017 -0.0004 0.0013 -0.0025
H 1.110 -0.045 5.440 0.0002 0.0010 0.0022
H 0.303 -1.410 6.236 0.0009 0.0018 -0.0014
H -0.054 1.225 3.782 0.0005 -0.0010 -0.0047
H -1.717 0.791 3.341 0.0100 0.0021 0.0000
H -2.791 -1.045 4.398 -0.0020 0.0002 0.0003
H -1.939 -1.981 5.643 -0.0012 0.0010 -0.0013